*i*
{"formula": "C6H6O", "method": "ωB97M-V/def2-TZVPD", "smiles": "Oc1ccccc1", "homo_lumo_gap_ev": 9.89, "spin_multiplicity": 1, "symbols": ["O", "C", "C", "C", "C", "C", "C", "H", "H", "H", "H", "H", "H"], "coordinates": [[-1.74, 0.20, -1.48], [-0.65, 0.14, -0.61], [-0.09, -1.13, -0.49], [1.01, -1.29, 0.34], [1.39, -0.21, 1.14], [0.71, 0.98, 1.11], [-0.26, 1.21, 0.15], [-2.52, 0.52, -1.02], [-0.50, -1.96, -1.05], [1.55, -2.22, 0.49], [2.26, -0.25, 1.79], [0.86, 1.71, 1.89], [-0.52, 2.25, -0.02]]}

=====

*ii*
{"formula": "C6H6O", "method": "ωB97M-V/def2-TZVPD", "homo_lumo_gap_ev": [7.76, 7.23], "spin_multiplicity": 1, "symbols": ["O", "C", "C", "C", "C", "C", "C", "H", "H", "H", "H", "H", "H"], "coordinates": [[-1.66, 0.84, 1.30], [-0.65, -0.15, 1.27], [0.19, -0.12, 0.00], [-0.19, 0.70, -1.04], [0.34, 1.58, -2.01], [1.21, -1.11, -0.09], [2.02, -2.00, -0.18], [-1.25, 1.71, 1.22], [0.05, -0.03, 2.12], [-1.16, -1.12, 1.41], [-1.28, 0.81, -0.91], [-0.39, 1.64, -2.85], [2.77, -2.75, -0.24]]}

=====

Preferred: *i*; penalty for the next structure: 0.2341 hartree.

=====

*i*
{"formula": "CH6N2", "method": "ωB97M-V/def2-TZVPD", "homo_lumo_gap_ev": [8.40, 8.79], "spin_multiplicity": 1, "symbols": ["C", "N", "N", "H", "H", "H", "H", "H", "H"], "coordinates": [[-1.41, -0.04, -0.06], [1.47, -0.11, -0.33], [0.64, -0.24, 0.78], [-1.85, -0.48, 0.89], [-1.31, 0.97, -0.26], [-1.09, -0.80, -0.76], [1.03, -0.63, -1.08], [1.71, 0.78, -0.63], [0.82, 0.56, 1.46]]}

=====

*ii*
{"formula": "CH6N2", "method": "ωB97M-V/def2-TZVPD", "smiles": "CNN", "homo_lumo_gap_ev": 9.82, "spin_multiplicity": 1, "symbols": ["C", "N", "N", "H", "H", "H", "H", "H", "H"], "coordinates": [[-0.84, -0.68, -0.11], [-0.08, 0.69, -0.47], [1.07, 1.09, 0.38], [-1.37, -0.63, 0.86], [-1.50, -0.84, -1.04], [0.00, -1.36, 0.09], [0.20, 0.47, -1.42], [0.77, 0.97, 1.38], [1.75, 0.30, 0.33]]}

=====

Preferred: *ii*; penalty for the next structure: 0.0813 hartree.

=====

*i*
{"formula": "C5H4S3", "method": "ωB97M-V/def2-TZVPD", "homo_lumo_gap_ev": 6.53, "spin_multiplicity": 1, "symbols": ["C", "C", "C", "C", "C", "H", "H", "H", "H", "S", "S", "S"], "coordinates": [[2.21, -0.18, -0.05], [0.88, -0.32, -0.01], [-0.16, 0.89, 0.03], [-1.60, 0.31, 0.03], [-1.61, -1.12, 0.00], [2.68, 0.84, 0.21], [2.94, -1.00, -0.03], [0.31, 1.55, -0.96], [0.38, 1.73, 1.10], [-3.03, 1.09, -0.17], [-2.94, -2.03, 0.05], [-0.06, -1.75, -0.22]]}

=====

*ii*
{"formula": "C5H4S3", "method": "ωB97M-V/def2-TZVPD", "homo_lumo_gap_ev": 6.23, "spin_multiplicity": 1, "symbols": ["C", "C", "C", "C", "C", "H", "H", "H", "H", "S", "S", "S"], "coordinates": [[-1.30, 0.58, 0.15], [0.13, 0.54, -0.13], [1.35, 0.55, -0.48], [-1.64, -0.75, 0.37], [-1.93, -1.88, 0.66], [-1.73, 2.78, 0.04], [-1.72, 0.99, -0.74], [2.41, 0.66, -0.54], [-1.93, -2.97, 1.10], [-1.79, 1.90, 1.28], [1.38, -0.64, -1.66], [1.86, -0.99, 0.18]]}

=====

*iii*
{"formula": "C5H4S3", "method": "ωB97M-V/def2-TZVPD", "smiles": "C#CC(=S)CSC=S", "homo_lumo_gap_ev": 7.58, "spin_multiplicity": 1, "symbols": ["C", "C", "C", "S", "C", "S", "C", "S", "H", "H", "H", "H"], "coordinates": [[1.60, 0.56, -1.97], [1.61, 0.35, -0.84], [1.57, 0.13, 0.58], [2.64, 0.84, 1.60], [0.27, -0.66, 0.90], [-1.37, 0.59, 0.77], [-2.27, -0.17, -0.54], [-2.23, -1.47, -1.59], [1.59, 1.01, -3.05], [0.34, -0.71, 1.93], [-0.03, -1.58, 0.42], [-3.14, 0.58, -0.47]]}

=====

Preferred: *i*; penalty for the next structure: 0.0244 hartree.

=====

*i*
{"formula": "CH4INS", "method": "ωB97M-V/def2-TZVPD", "homo_lumo_gap_ev": 8.09, "spin_multiplicity": 1, "symbols": ["C", "N", "S", "I", "H", "H", "H", "H"], "coordinates": [[0.83, 0.93, 0.17], [-0.51, -0.34, -0.41], [-0.22, -1.77, 0.21], [-2.37, 0.58, 0.15], [1.36, 0.23, 0.79], [1.24, 1.22, -0.78], [0.15, 1.53, 0.79], [-0.48, -2.37, -0.91]]}

=====

*ii*
{"formula": "CH4INS", "method": "ωB97M-V/def2-TZVPD", "homo_lumo_gap_ev": [6.71, 6.62], "spin_multiplicity": 1, "symbols": ["C", "N", "S", "I", "H", "H", "H", "H"], "coordinates": [[-0.68, -0.39, -0.73], [0.37, -0.66, 0.24], [0.42, -0.06, 1.74], [1.29, 2.91, 1.88], [-1.04, -1.19, -1.38], [-1.48, 0.08, -0.22], [-0.27, 0.18, -1.48], [1.39, -0.88, -0.05]]}

=====

*iii*
{"formula": "CH4INS", "method": "ωB97M-V/def2-TZVPD", "homo_lumo_gap_ev": [7.59, 7.68], "spin_multiplicity": 1, "symbols": ["C", "N", "S", "I", "H", "H", "H", "H"], "coordinates": [[-0.65, -0.94, -0.07], [-0.17, 2.08, -0.10], [0.54, -0.06, 0.94], [2.67, -0.28, -0.21], [-0.75, -0.54, -1.03], [-1.68, -1.02, 0.16], [-0.45, -2.02, -0.14], [0.49, 2.79, 0.46]]}

=====

Preferred: *ii*; penalty for the next structure: 0.0652 hartree.

=====

*i*
{"formula": "CH4INS", "method": "ωB97M-V/def2-TZVPD", "smiles": "CSNI", "homo_lumo_gap_ev": 7.54, "spin_multiplicity": 1, "symbols": ["C", "S", "N", "I", "H", "H", "H", "H"], "coordinates": [[-1.06, 0.54, 0.41], [-0.13, -1.02, 0.52], [0.97, -0.73, -0.69], [2.89, 0.35, -0.26], [-0.61, 1.15, -0.31], [-1.19, 0.98, 1.34], [-2.14, 0.50, 0.10], [1.28, -1.78, -1.10]]}

=====

*ii*
{"formula": "CH4INS", "method": "ωB97M-V/def2-TZVPD", "homo_lumo_gap_ev": [5.32, 5.32], "spin_multiplicity": 1, "symbols": ["C", "N", "S", "I", "H", "H", "H", "H"], "coordinates": [[-0.45, -0.10, 0.30], [0.47, -0.98, -0.50], [1.68, -1.91, 0.00], [4.54, 0.34, 0.16], [-0.19, -0.23, 1.29], [-0.39, 0.92, 0.03], [-1.36, -0.63, 0.17], [0.51, -0.56, -1.42]]}

=====

Preferred: *i*; penalty for the next structure: 0.0179 hartree.

=====

*i*
{"formula": "C2HBr2ClO", "method": "ωB97M-V/def2-TZVPD", "homo_lumo_gap_ev": 9.80, "spin_multiplicity": 1, "symbols": ["C", "C", "O", "Cl", "Br", "Br", "H"], "coordinates": [[0.27, 0.81, -0.24], [-0.30, -0.48, 0.08], [1.41, 1.03, -0.44], [-1.01, 2.04, 0.08], [0.77, -0.99, 1.58], [0.19, -1.80, -1.45], [-1.33, -0.61, 0.40]]}

=====

*ii*
{"formula": "C2HBr2ClO", "method": "ωB97M-V/def2-TZVPD", "homo_lumo_gap_ev": [8.37, 8.26], "spin_multiplicity": 1, "symbols": ["C", "C", "O", "Cl", "Br", "Br", "H"], "coordinates": [[0.83, 0.82, 1.52], [1.06, 1.11, 0.11], [1.42, -0.07, 2.00], [-0.36, 1.86, 2.42], [2.61, 0.52, -0.64], [0.27, 2.67, -0.75], [-0.30, -0.24, -0.32]]}

=====

Preferred: *i*; penalty for the next structure: 0.1130 hartree.

=====

*i*
{"formula": "C5H13N2OS", "method": "ωB97M-V/def2-TZVPD", "total_charge": 1, "homo_lumo_gap_ev": 9.64, "spin_multiplicity": 1, "symbols": ["C", "C", "C", "C", "C", "N", "N", "O", "S", "H", "H", "H", "H", "H", "H", "H", "H", "H", "H", "H", "H", "H"], "coordinates": [[-0.92, 0.53, 0.14], [0.95, -0.74, -1.38], [1.27, -0.86, 1.14], [1.74, 1.19, -0.09], [1.07, -0.04, -0.05], [-1.84, -0.35, -0.01], [-1.18, 1.79, 0.19], [-1.63, -1.67, 0.29], [-3.60, 0.15, -0.03], [0.02, -1.28, -1.42], [1.71, -1.49, -1.34], [1.01, -0.08, -2.27], [1.69, -0.32, 1.96], [2.09, -1.47, 0.89], [0.43, -1.35, 1.54], [2.78, 0.94, -0.14], [1.52, 1.83, -0.95], [1.56, 1.76, 0.80], [-0.51, 2.47, 0.16], [-2.24, 2.15, 0.20], [-2.19, -2.09, -0.34], [-3.74, -1.04, 0.72]]}

=====

*ii*
{"formula": "C5H13N2OS", "method": "ωB97M-V/def2-TZVPD", "total_charge": 1, "homo_lumo_gap_ev": 10.76, "spin_multiplicity": 1, "symbols": ["C", "O", "C", "S", "N", "C", "C", "C", "N", "H", "H", "H", "H", "H", "H", "H", "H", "H", "H", "H", "H", "H"], "coordinates": [[-2.77, -1.72, 1.53], [-2.48, -0.58, 0.72], [-1.12, -0.30, 0.68], [-0.96, 0.97, -0.62], [-0.53, 0.00, -1.94], [0.62, 1.71, -0.18], [1.77, 0.73, 0.08], [2.64, 0.33, -1.07], [1.86, 0.36, 1.29], [-2.37, -2.63, 1.07], [-2.36, -1.60, 2.53], [-3.85, -1.78, 1.59], [-0.70, 0.14, 1.59], [-0.51, -1.15, 0.36], [-1.23, -0.74, -2.02], [-0.62, 0.56, -2.79], [0.84, 2.44, -0.96], [0.38, 2.25, 0.74], [2.20, -0.52, -1.59], [2.75, 1.13, -1.80], [3.63, 0.05, -0.71], [2.65, -0.27, 1.43]]}

=====

Preferred: *ii*; penalty for the next structure: 0.0900 hartree.

=====

*i*
{"formula": "C10H15N5", "method": "ωB97M-V/def2-TZVPD", "homo_lumo_gap_ev": 8.69, "spin_multiplicity": 1, "symbols": ["C", "C", "N", "H", "H", "H", "C", "C", "N", "H", "H", "H", "C", "C", "N", "H", "H", "H", "C", "C", "N", "H", "H", "H", "C", "C", "N", "H", "H", "H"], "coordinates": [[0.43, -2.90, 1.90], [-0.90, -2.33, 1.63], [-1.89, -1.79, 1.42], [0.92, -2.40, 2.74], [1.02, -2.80, 0.99], [0.32, -3.97, 2.05], [3.71, -1.79, 2.62], [2.96, -1.07, 1.54], [2.36, -0.55, 0.65], [3.71, -1.29, 3.58], [4.76, -1.85, 2.36], [3.44, -2.85, 2.63], [-1.38, 1.87, -3.12], [-2.36, 1.60, -4.16], [-3.12, 1.34, -4.98], [-0.43, 1.84, -3.65], [-1.52, 1.17, -2.29], [-1.70, 2.86, -2.80], [0.65, -0.44, 0.24], [0.11, 0.62, -0.60], [-0.35, 1.39, -1.31], [1.32, -1.10, -0.30], [-0.14, -1.12, 0.58], [1.06, -0.04, 1.17], [-2.27, 2.22, -0.21], [-1.90, 3.39, -1.03], [-1.60, 4.29, -1.62], [-3.23, 1.87, -0.59], [-2.44, 2.43, 0.84], [-1.57, 1.39, -0.30]]}

=====

*ii*
{"formula": "C10H15N5", "method": "ωB97M-V/def2-TZVPD", "smiles": "CC#N.CC#N.CC#N.CC#N.CC#N", "homo_lumo_gap_ev": 9.82, "spin_multiplicity": 1, "symbols": ["C", "C", "N", "H", "H", "H", "C", "C", "N", "H", "H", "H", "C", "C", "N", "H", "H", "H", "C", "C", "N", "H", "H", "H", "C", "C", "N", "H", "H", "H"], "coordinates": [[3.63, -0.28, -1.24], [2.89, 0.71, -0.46], [2.31, 1.50, 0.18], [4.36, -0.86, -0.67], [4.04, 0.08, -2.18], [2.89, -0.94, -1.71], [-0.01, -2.61, 1.98], [0.70, -1.88, 0.93], [1.30, -1.29, 0.16], [-0.53, -2.06, 2.76], [0.76, -3.23, 2.44], [-0.65, -3.31, 1.44], [-0.08, 0.37, -0.28], [-0.93, 0.91, 0.85], [-1.52, 1.37, 1.76], [-0.36, -0.68, -0.33], [0.94, 0.41, 0.10], [-0.13, 0.93, -1.21], [-2.64, 0.41, 3.59], [-2.47, -0.92, 2.92], [-2.30, -1.93, 2.36], [-3.62, 0.80, 3.31], [-1.82, 1.07, 3.30], [-2.61, 0.44, 4.68], [-1.04, 2.00, -4.47], [-0.10, 1.37, -3.49], [0.57, 0.98, -2.67], [-0.55, 2.01, -5.45], [-1.01, 3.05, -4.19], [-2.04, 1.57, -4.42]]}

=====

Preferred: *ii*; penalty for the next structure: 0.1840 hartree.

=====

*i*
{"formula": "C2H3N3O", "method": "ωB97M-V/def2-TZVPD", "homo_lumo_gap_ev": 10.29, "spin_multiplicity": 1, "symbols": ["N", "C", "N", "C", "N", "O", "H", "H", "H"], "coordinates": [[-0.99, -0.98, 1.04], [-0.55, -0.02, 0.20], [-0.32, -0.12, -1.07], [0.73, 0.74, -1.14], [1.09, 1.34, -0.04], [0.08, 0.97, 0.86], [-1.13, -1.86, 0.54], [-0.15, -0.93, 1.68], [1.26, 0.88, -2.06]]}

=====

*ii*
{"formula": "C2H3N3O", "method": "ωB97M-V/def2-TZVPD", "smiles": "[H]/N=N\\N=C/C=O", "homo_lumo_gap_ev": [8.22, 8.22], "spin_multiplicity": 1, "symbols": ["H", "N", "N", "N", "C", "C", "O", "H", "H"], "coordinates": [[2.98, 0.65, 1.17], [2.16, 0.94, 1.74], [1.05, 0.66, 1.48], [0.39, -0.10, 0.82], [-0.63, -0.33, 0.10], [-0.99, 0.58, -1.09], [-0.46, 1.69, -1.34], [-1.11, -1.37, 0.20], [-1.76, 0.05, -1.83]]}

=====

Preferred: *i*; penalty for the next structure: 0.1072 hartree.

=====

*i*
{"formula": "C2H3N3O", "method": "ωB97M-V/def2-TZVPD", "homo_lumo_gap_ev": [8.66, 8.66], "spin_multiplicity": 1, "symbols": ["C", "C", "N", "O", "N", "N", "H", "H", "H"], "coordinates": [[-1.17, 0.11, 0.04], [0.32, -0.01, 0.16], [0.75, -1.23, 0.71], [1.74, -1.75, 0.25], [1.87, 1.63, -0.79], [1.14, 0.84, -0.41], [-1.48, 1.05, -0.42], [-1.54, -0.72, -0.57], [-1.62, 0.02, 1.04]]}

=====

*ii*
{"formula": "C2H3N3O", "method": "ωB97M-V/def2-TZVPD", "homo_lumo_gap_ev": [9.06, 9.06], "spin_multiplicity": 1, "symbols": ["C", "C", "N", "O", "N", "N", "H", "H", "H"], "coordinates": [[0.88, 0.90, -0.32], [-0.10, -0.11, 0.14], [-0.69, -0.19, 1.32], [-1.54, -1.05, 1.54], [-1.36, -1.93, -0.60], [-0.58, -1.10, -0.72], [1.08, 0.74, -1.39], [0.47, 1.90, -0.19], [1.82, 0.83, 0.22]]}

=====

*iii*
{"formula": "C2H3N3O", "method": "ωB97M-V/def2-TZVPD", "smiles": "Oc1ncn[nH]1", "homo_lumo_gap_ev": 10.29, "spin_multiplicity": 1, "symbols": ["O", "C", "N", "C", "N", "N", "H", "H", "H"], "coordinates": [[-1.15, 1.22, -1.15], [-0.32, 0.44, -0.46], [0.95, 0.43, -0.70], [1.40, -0.54, 0.17], [0.49, -1.15, 0.87], [-0.69, -0.50, 0.49], [-2.08, 1.05, -0.97], [2.44, -0.75, 0.35], [-1.03, -0.19, 1.40]]}

=====

*iv*
{"formula": "C2H3N3O", "method": "ωB97M-V/def2-TZVPD", "smiles": "O=c1[nH]cn[nH]1", "homo_lumo_gap_ev": 9.89, "spin_multiplicity": 1, "symbols": ["O", "C", "N", "C", "N", "N", "H", "H", "H"], "coordinates": [[-2.18, -0.16, -0.39], [-0.98, -0.09, -0.23], [-0.20, -0.18, 0.96], [1.08, -0.05, 0.59], [1.26, 0.04, -0.69], [0.00, 0.03, -1.22], [-0.68, -0.05, 1.79], [1.90, -0.07, 1.21], [-0.20, 0.54, -2.02]]}

=====

Preferred: *iv*; penalty for the next structure: 0.0229 hartree.

=====

*i*
{"formula": "C2H3N3O", "method": "ωB97M-V/def2-TZVPD", "smiles": "[H]/N=c1\\[nH]nco1", "homo_lumo_gap_ev": 9.90, "spin_multiplicity": 1, "symbols": ["H", "N", "C", "N", "N", "C", "O", "H", "H"], "coordinates": [[-0.60, -0.29, 2.55], [0.04, 0.28, 2.08], [-0.02, 0.04, 0.79], [-0.95, -0.60, -0.13], [-0.36, -0.61, -1.40], [0.61, 0.20, -1.37], [0.72, 0.83, -0.12], [-1.11, -1.80, 0.26], [1.27, 0.55, -2.20]]}

=====

*ii*
{"formula": "C2H3N3O", "method": "ωB97M-V/def2-TZVPD", "smiles": "N#CN(N)C=O", "homo_lumo_gap_ev": 10.79, "spin_multiplicity": 1, "symbols": ["N", "C", "N", "N", "C", "O", "H", "H", "H"], "coordinates": [[2.45, 0.59, 0.28], [1.43, 0.03, 0.15], [-0.10, 0.04, -0.09], [-1.10, 1.03, -0.15], [-0.28, -1.28, -0.17], [0.85, -1.84, -0.02], [-0.70, 1.83, -0.64], [-1.30, 1.33, 0.80], [-1.27, -1.73, -0.15]]}

=====

Preferred: *i*; penalty for the next structure: 0.0281 hartree.

=====

*i*
{"formula": "C2H3N3O", "method": "ωB97M-V/def2-TZVPD", "homo_lumo_gap_ev": [8.98, 8.98], "spin_multiplicity": 1, "symbols": ["O", "C", "N", "N", "N", "C", "H", "H", "H"], "coordinates": [[-2.06, -0.38, -0.08], [-0.76, -0.16, 0.10], [0.15, -1.00, 0.29], [1.39, -0.97, 0.02], [1.55, 1.26, -0.19], [0.39, 1.52, -0.26], [-2.24, -1.31, -0.32], [1.94, -1.26, 0.85], [-0.36, 2.29, -0.40]]}

=====

*ii*
{"formula": "C2H3N3O", "method": "ωB97M-V/def2-TZVPD", "smiles": "Nc1ncon1", "homo_lumo_gap_ev": 9.83, "spin_multiplicity": 1, "symbols": ["N", "C", "N", "C", "O", "N", "H", "H", "H"], "coordinates": [[0.52, 0.45, 1.58], [0.21, 0.06, 0.35], [-1.07, 0.12, -0.21], [-0.84, -0.28, -1.46], [0.46, -0.50, -1.73], [1.23, -0.33, -0.58], [-0.40, 0.50, 2.24], [1.36, 0.44, 2.15], [-1.47, -0.46, -2.33]]}

=====

Preferred: *ii*; penalty for the next structure: 0.1065 hartree.